Here is the molecule C4H4BrN3 at a distorted geometry from OMol25. Energies are from ωB97M-V/def2-TZVPD.

Its energy relative to the best compared isomer or geometry (same formula, charge and spin) is 65.36 kcal per mole. The HOMO energy (alpha / beta) is -0.3337 / -0.3337 Eh. For the calculated total energy, the calculation gives -2892.921985 a.u. Its multiplicity is 1. Its structure (SMILES) is N#C/C(Br)=N/N1CC1.

```
12
Properties=species:S:1:pos:R:3:forces:R:3
N 3.4326 2.7515 0.0246 -1.4 -0.7 0.1
C 2.5435 2.0012 0.0363 1.1 0.5 -0.1
C 1.6978 0.8605 -0.0699 -4.2 -3.0 1.2
Br 2.7624 -0.8836 0.0225 -0.8 1.2 -0.4
N 0.3729 0.8485 0.0822 0.7 0.8 -1.2
N -0.6701 -0.0013 -0.2038 2.0 1.6 -0.4
C -2.1664 -0.3598 0.0499 3.1 2.0 2.6
C -1.0152 -1.3281 0.0302 0.6 -1.7 -0.9
H -2.7102 -0.3592 -0.8159 -1.3 0.3 -2.1
H -2.6459 0.1439 0.9004 0.5 -0.8 0.0
H -0.5709 -1.8085 0.9159 -0.6 0.0 -0.5
H -1.0305 -1.8652 -0.9724 0.3 -0.2 1.7
```
Forces are in eV/Å.

Here are the natural (NBO) charges for atoms 1 to 5, given in e: -0.250 0.201 0.048 -0.053 -0.151


Here is the molecule C3H3ClN2O2 at a distorted geometry from OMol25. Energies are from ωB97M-V/def2-TZVPD.

Its energy relative to the best compared isomer or geometry (same formula, charge and spin) is 101.08 kcal per mole. The HOMO energy is -0.3503 Eh. For the calculated total energy, the calculation gives -836.153975 a.u. Its multiplicity is 1. Its structure (SMILES) is O=c1cc(Cl)[nH]n1O.

```
11
Properties=species:S:1:pos:R:3:forces:R:3
O 1.8948 -1.3459 -0.3277 0.6 -0.1 0.4
C 0.9245 -0.8216 0.1321 -1.6 -2.0 -0.7
C -0.4735 -1.4176 0.1959 0.4 -0.2 -0.7
C -1.3160 -0.4049 0.1070 -0.1 3.1 0.4
Cl -2.9943 -0.0433 -0.2299 0.9 -1.0 0.2
N -0.6401 0.8200 0.4565 1.1 -0.3 -0.2
N 0.7751 0.5103 0.4380 -0.1 -0.1 1.5
O 1.4446 1.2524 -0.5043 0.9 5.8 2.1
H -0.7164 -2.4130 -0.0822 0.1 -0.7 0.2
H -0.5438 1.5559 -0.2218 -1.7 0.4 -0.7
H 1.6451 2.3077 0.0364 -0.6 -4.9 -2.4
```
Forces are in eV/Å.

Here are the natural (NBO) charges for atoms 1 to 5, given in e: -0.533 0.626 -0.388 0.171 0.053


Here is the molecule C18H24N2O2 from OMol25. Energies are from ωB97M-V/def2-TZVPD.

Its energy relative to the best compared isomer or geometry (same formula, charge and spin) is 18.90 kcal per mole. The HOMO energy is -0.3281 Eh. For the calculated total energy, the calculation gives -960.337302 a.u. Its multiplicity is 1. Its structure (SMILES) is Cc1ccc(CNC(=O)C(=O)NCCC2=CCCCC2)cc1.

```
46
Properties=species:S:1:pos:R:3:forces:R:3
C 7.0075 2.4789 1.6976 0.0 0.0 0.0
C 5.9464 1.4332 1.5378 0.1 -0.1 0.0
C 4.6044 1.7688 1.6878 0.0 -0.1 0.0
C 3.6167 0.8141 1.5522 0.0 0.0 0.0
C 3.9460 -0.5050 1.2613 0.1 -0.1 0.0
C 2.8503 -1.5248 1.0860 -0.1 0.0 0.2
N 2.0546 -1.2325 -0.0858 0.2 -0.1 -0.3
C 0.8087 -0.7554 -0.0501 0.1 -0.2 0.1
O 0.1282 -0.5796 0.9473 0.0 0.1 0.1
C 0.2749 -0.4543 -1.4555 -0.1 0.1 -0.2
O 0.9559 -0.6341 -2.4521 0.1 0.0 -0.1
N -0.9692 0.0233 -1.4187 -0.2 0.0 0.4
C -1.7667 0.3351 -2.5774 -0.1 -0.1 -0.3
C -3.0490 -0.4975 -2.6018 0.2 0.3 0.1
C -3.9532 -0.3192 -1.4050 0.0 -0.2 -0.3
C -3.9624 0.7602 -0.6343 0.0 0.1 0.2
C -4.8764 0.9579 0.5367 -0.2 0.0 0.0
C -6.0425 -0.0241 0.5174 0.2 -0.1 0.2
C -5.5154 -1.4237 0.2291 -0.2 0.0 -0.2
C -4.9017 -1.4650 -1.1670 0.0 0.0 0.3
C 5.2810 -0.8429 1.1047 -0.2 0.0 0.1
C 6.2697 0.1160 1.2463 0.0 0.1 0.0
H 6.8082 3.3267 1.0438 0.1 0.1 0.0
H 7.0218 2.8470 2.7233 0.1 0.1 0.0
H 7.9898 2.0782 1.4610 0.1 0.0 0.0
H 4.3359 2.7906 1.9151 0.0 0.1 0.0
H 2.5779 1.0849 1.6731 -0.1 0.0 0.0
H 2.1627 -1.4970 1.9369 0.1 -0.1 -0.1
H 3.2724 -2.5301 0.9938 -0.1 0.1 0.1
H 2.4861 -1.2689 -1.0020 -0.1 0.0 0.1
H -1.4037 0.0767 -0.5040 0.2 -0.1 -0.1
H -2.0013 1.4044 -2.5891 0.1 -0.1 -0.1
H -1.1533 0.1059 -3.4524 -0.1 0.1 0.1
H -2.7715 -1.5523 -2.6762 0.0 0.0 0.0
H -3.6073 -0.2466 -3.5091 0.0 -0.1 0.0
H -3.2812 1.5797 -0.8156 0.2 0.1 -0.1
H -5.2467 1.9865 0.5365 0.0 0.0 0.1
H -4.2976 0.8271 1.4578 0.0 0.1 0.0
H -6.5683 -0.0011 1.4737 -0.1 0.0 0.0
H -6.7494 0.2626 -0.2642 -0.1 0.0 0.0
H -6.3184 -2.1596 0.3030 0.0 0.0 0.1
H -4.7534 -1.6791 0.9683 0.0 -0.1 0.1
H -4.3745 -2.4119 -1.3099 0.0 0.0 -0.1
H -5.6959 -1.4240 -1.9205 0.0 -0.1 -0.1
H 5.5538 -1.8634 0.8754 0.0 -0.1 0.0
H 7.3060 -0.1656 1.1246 0.1 0.0 0.0
```
Forces are in eV/Å.

Here are the natural (NBO) charges for atoms 1 to 5, given in e: -0.626 -0.017 -0.197 -0.226 0.036


Here is a cluster of 2 separate species, CH7N2PS2 in total at a distorted geometry from OMol25. Energies are from ωB97M-V/def2-TZVPD.

Its energy relative to the best compared isomer or geometry (same formula, charge and spin) is 70.83 kcal per mole. The HOMO energy is -0.2879 Eh. For the calculated total energy, the calculation gives -1289.474418 a.u. Its multiplicity is 1.

```
13
Properties=species:S:1:pos:R:3:forces:R:3
C -2.3382 1.4081 1.4597 1.5 1.4 -1.6
N 1.0457 -2.2036 -0.4193 0.6 2.2 1.9
N 2.3817 -0.1453 -0.9344 -0.6 1.3 -1.0
P 0.7613 -0.5849 -0.9862 -1.1 -1.1 -0.8
S -0.3306 -0.2961 -2.5931 1.2 -0.2 1.5
S -0.7370 0.7229 1.7047 2.0 -1.3 -0.9
H -2.5488 1.6283 0.4059 0.4 0.8 0.2
H -2.3983 2.2159 2.1602 -0.1 1.1 -0.2
H -3.1118 0.8162 1.6883 -2.6 -2.9 1.2
H 0.4626 -3.0022 -0.5064 -1.2 -0.2 -0.8
H 1.1523 -2.0935 0.6145 0.2 -0.3 -0.9
H 2.7819 0.7174 -1.3861 -1.1 -1.2 0.9
H 2.6730 -0.3061 0.0073 0.9 0.1 0.5
```
Forces are in eV/Å.

Here are the natural (NBO) charges for atoms 1 to 5, given in e: -0.770 -1.142 -1.142 1.415 -0.436


Here is a structure of composition C31H43Cl39INO3P at a distorted geometry from OMol25. Energies are from ωB97M-V/def2-TZVPD.

Its energy relative to the best compared isomer or geometry (same formula, charge and spin) is 0.00 kcal per mole. The HOMO energy is -0.4009 Eh. The net charge is +1. For the calculated total energy, the calculation gives -20073.607961 a.u. Its multiplicity is 1.

```
119
Properties=species:S:1:pos:R:3:forces:R:3
C 2.0064 -3.1616 -0.3255 -0.3 0.1 -0.2
C 0.9322 -3.3716 -1.4701 1.6 -0.7 0.8
O 0.8921 -2.1980 -2.3127 -1.1 0.2 0.7
C -0.2849 -1.4710 -2.1199 -0.5 -1.2 -2.4
N -0.2498 -0.6369 -0.8774 0.0 0.2 0.8
C 0.0500 0.8239 -1.0854 0.6 2.1 -0.3
C 1.2381 1.1083 -2.0854 0.6 0.4 0.5
C 2.2055 2.1689 -1.4701 1.0 1.3 0.8
C 2.5406 3.4333 -2.0994 0.4 -0.6 2.8
C 3.4305 4.3399 -1.3807 -0.3 -0.8 0.3
C 4.0046 4.0529 -0.0942 -1.3 -1.7 -0.8
C 3.6989 2.7694 0.5173 -0.9 0.2 -0.8
C 4.2345 2.3135 1.9014 -0.3 -0.4 -1.3
C 2.8169 1.8757 -0.1843 0.1 1.0 -0.8
C -1.2064 1.6656 -1.5081 0.4 0.9 0.6
O -2.3103 1.5119 -0.5997 0.6 -1.5 -0.9
C -2.6293 0.1131 -0.6712 -0.3 0.2 -0.6
C -4.0673 -0.2099 -0.1738 1.1 0.3 0.7
I -5.4065 0.4725 -1.7708 0.6 -0.4 0.4
C -4.4102 0.3834 1.2397 -1.4 -0.6 -0.4
C -5.9919 0.4373 1.3711 0.8 -0.3 1.0
C -1.4908 -0.7503 -0.0251 -1.2 -1.0 0.3
P -1.1239 -0.3876 1.7780 0.2 2.1 1.5
O -0.9280 1.0601 2.1029 0.1 -0.8 -0.7
H 2.5837 -2.2277 -0.5194 -0.3 -0.7 0.0
H 1.5473 -3.0635 0.6828 0.2 -0.2 -0.5
H 2.7320 -4.0043 -0.3086 -0.5 0.6 0.1
H -0.0534 -3.6495 -1.0359 0.4 0.4 -0.4
H 1.2688 -4.2244 -2.0934 -0.3 0.6 0.2
H -0.4491 -0.8522 -3.0339 0.3 0.0 1.0
H -1.1339 -2.2014 -2.1114 0.4 0.9 0.5
H 0.5208 -1.0150 -0.3046 0.0 0.0 -0.4
H 0.3523 1.2203 -0.0828 -0.4 -0.5 -0.7
H 1.8766 0.2067 -2.2642 -0.8 0.5 0.0
H 0.8455 1.4944 -3.0572 0.3 -0.5 0.6
H 2.1291 3.7132 -3.0783 0.0 0.1 1.0
H 3.6592 5.3122 -1.8549 -0.1 -0.7 0.3
H 4.6603 4.7683 0.4399 -0.5 -0.5 -0.6
H 3.7793 2.8643 2.7484 0.5 0.0 -0.5
H 3.9376 1.2425 2.0278 0.3 0.8 0.0
H 5.3424 2.3621 1.8962 -0.9 0.1 0.1
H 2.5808 0.8963 0.2914 0.2 0.7 -0.3
H -1.5048 1.5159 -2.5730 0.0 -0.3 0.6
H -0.9061 2.7384 -1.4207 0.0 -0.9 -0.1
H -2.6148 -0.1239 -1.7718 0.0 -0.3 0.8
H -4.1440 -1.3206 -0.1120 -0.3 0.9 -0.3
H -3.9539 1.3775 1.4417 -0.4 -1.1 -0.4
H -4.0982 -0.3615 2.0146 0.1 0.6 -0.6
H -6.2545 0.4005 2.4556 0.1 0.2 -0.7
H -6.4038 1.3681 0.9405 0.1 -0.7 0.1
H -6.4229 -0.4871 0.9196 0.1 0.8 0.2
H -1.8075 -1.8245 -0.0735 0.2 0.7 0.1
H -2.1583 -0.8897 2.6165 0.3 -0.5 -0.9
H 0.0500 -1.1432 2.1320 -0.5 -0.2 -0.6
C 5.6868 2.9799 5.4397 0.0 0.0 -0.1
Cl 4.4288 1.8154 5.8727 0.0 0.1 0.1
Cl 6.5571 2.4012 4.0155 0.3 0.1 0.7
Cl 4.9867 4.5730 5.1406 0.0 -0.1 0.0
H 6.3831 3.0637 6.2663 -0.1 0.0 -0.1
C 4.2434 -1.3543 4.2305 0.2 -0.1 0.1
Cl 5.6092 -2.4123 3.8611 -0.2 0.1 0.0
Cl 3.0114 -1.4533 2.9619 0.0 0.0 -0.1
Cl 3.5461 -1.7642 5.8018 0.0 0.1 -0.1
H 4.6068 -0.3326 4.2753 -0.1 0.0 0.0
C 0.1660 -3.3429 5.1659 -0.3 0.0 0.2
Cl -0.4157 -1.6742 5.1270 0.0 -0.2 0.0
Cl -0.9363 -4.3650 6.0903 0.1 0.0 -0.1
Cl 0.3665 -3.9689 3.5242 0.6 -0.1 0.1
H 1.1341 -3.3545 5.6541 0.0 0.0 -0.1
C -4.4151 4.7079 2.0886 0.0 0.0 -0.1
Cl -3.2310 3.3972 2.0178 0.2 0.6 0.2
Cl -4.1252 5.8769 0.7978 0.0 0.0 0.1
Cl -6.0602 4.0694 1.9910 0.0 0.0 0.1
H -4.3039 5.2160 3.0396 0.0 0.0 -0.1
C 7.8893 0.6997 0.2820 -0.2 0.1 0.0
Cl 6.9772 1.5704 -0.9510 0.1 0.0 0.0
Cl 8.3654 1.7816 1.5942 0.2 0.0 -0.2
Cl 6.9222 -0.6320 0.9245 0.0 -0.1 0.0
H 8.7851 0.2927 -0.1728 -0.1 0.0 0.1
C 0.6578 2.6965 5.4750 0.2 0.2 0.0
Cl 1.1593 1.0734 4.9811 0.0 0.2 0.0
Cl 1.2972 3.0883 7.0751 -0.1 -0.1 0.0
Cl 1.1830 3.9049 4.2973 -0.1 -0.1 0.0
H -0.4247 2.7143 5.5244 0.1 0.0 0.0
C -4.1159 -3.9234 2.3598 -0.1 0.3 0.0
Cl -4.7273 -3.7932 0.7047 0.0 -0.1 0.0
Cl -2.3601 -3.6920 2.3979 -0.5 -0.2 -0.1
Cl -4.9190 -2.7594 3.4151 0.1 -0.1 0.0
H -4.3324 -4.9197 2.7244 0.1 0.1 0.0
C -8.2204 0.1392 -5.4645 0.0 -0.2 0.0
Cl -9.9414 -0.2416 -5.3799 0.1 0.1 -0.1
Cl -7.7352 1.1252 -4.0796 -0.2 0.1 -0.2
Cl -7.2587 -1.3405 -5.5404 0.0 0.1 0.0
H -8.0408 0.7094 -6.3685 0.0 0.0 0.1
C -12.1584 -2.7868 -3.7960 -0.1 -0.1 0.1
Cl -13.8789 -3.1730 -3.7093 0.1 0.0 0.0
Cl -11.6714 -1.7973 -2.4156 0.0 0.0 -0.1
Cl -11.1920 -4.2637 -3.8744 0.0 0.1 0.0
H -11.9827 -2.2179 -4.7015 0.0 -0.1 0.1
C -3.6016 -8.5588 2.7268 0.1 0.0 0.2
Cl -4.0734 -8.4766 4.4248 0.0 0.0 -0.1
Cl -4.3583 -7.2485 1.8075 0.0 -0.2 -0.1
Cl -1.8447 -8.4949 2.5642 -0.1 0.0 0.0
H -3.9483 -9.5022 2.3208 0.0 0.1 0.0
C 3.8123 2.3893 -6.1496 -0.4 -0.2 -0.2
Cl 3.2711 2.3968 -4.4611 0.4 0.1 -1.1
Cl 3.0783 3.7117 -7.0566 0.1 -0.2 0.1
Cl 5.5780 2.4928 -6.1810 -3.1 -3.1 -3.2
H 3.5103 1.4536 -6.6088 0.1 0.0 0.0
C 6.9424 4.2160 -4.8394 1.1 0.5 0.7
Cl 6.4151 4.4631 -3.1697 0.0 -0.1 0.0
Cl 6.3498 5.5252 -5.8651 0.0 -0.1 0.1
Cl 8.7042 4.0922 -4.9438 0.0 0.0 0.1
H 6.4946 3.2414 -5.1967 2.2 3.0 2.4
C 4.3654 -2.1599 -4.3703 0.2 0.0 -0.2
Cl 3.8690 -0.4640 -4.4607 0.1 -0.5 0.2
Cl 5.8733 -2.4108 -5.2510 -0.1 0.0 0.0
Cl 4.5401 -2.6679 -2.6892 0.0 0.0 0.0
H 3.5955 -2.7671 -4.8330 0.0 0.0 0.1
```
Forces are in eV/Å.

Here are the Mulliken charges for atoms 1 to 5, given in e: -0.464 -0.186 -0.254 -0.920 0.705


Here is a cluster of 2 separate species, C2H3BrINO2 in total at a distorted geometry from OMol25. Energies are from ωB97M-V/def2-TZVPD.

Its energy relative to the best compared isomer or geometry (same formula, charge and spin) is 50.49 kcal per mole. The HOMO energy (alpha / beta) is -0.3413 / -0.3413 Eh. For the calculated total energy, the calculation gives -3154.747514 a.u. Its multiplicity is 1.

```
10
Properties=species:S:1:pos:R:3:forces:R:3
C -1.2798 -0.1841 0.5984 2.0 0.2 -3.1
C 0.5739 -0.5772 -0.6427 -2.6 -0.2 1.4
N 1.1152 0.5915 -0.0930 0.4 1.1 0.1
O 0.9062 1.5968 -0.7900 0.6 -0.3 0.5
O 1.5888 0.5816 1.0274 0.3 0.4 0.1
Br 1.2950 -2.2098 -0.0159 -0.2 0.4 -0.6
I -2.0265 1.4703 -0.3798 -0.8 -0.2 0.2
H -1.8110 -1.1175 0.5600 -0.1 -0.1 0.1
H -0.6889 0.1499 1.4024 0.4 -0.3 1.2
H 0.3272 -0.3015 -1.6668 0.0 -1.1 0.0
```
Forces are in eV/Å.

Here are the natural (NBO) charges for atoms 1 to 5, given in e: -0.465 -0.208 0.426 -0.412 -0.410